An isolated molecule of CN4O at a distorted geometry. Source: the OMol25 dataset; level of theory: wB97M-V/def2-TZVPD.

Results
HOMO-LUMO gap = 8.6 eV
calculated total energy = -332.2575 Ha
SMILES = O=C1N=NN=N1
lowest unoccupied orbital energy = -2.14 eV
relative energy (zero: lowest compared OMol25 entry of this formula, charge and spin) = 37.9 kJ/mol

```
6
Properties=species:S:1:pos:R:3:forces:R:3
O -0.223986 -0.692079 1.790843 -1.43 -2.06 4.12
C -0.241625 -0.237872 0.761695 3.14 2.35 -3.51
N 1.095229 0.390615 0.182581 0.34 -0.08 1.94
N 0.947461 0.577548 -0.960955 1.89 0.84 -1.60
N -0.493151 0.157798 -1.377033 -1.76 -0.19 -0.32
N -1.083927 -0.196009 -0.397131 -2.18 -0.85 -0.63
```
Forces are in eV/Å.

Let us look at the Mulliken charges, expressed in e, one per atom: O -0.242; C 0.483; N -0.006; N -0.125; N -0.073; N -0.036



C19H51AlBBrCaMgN4O11P2 as an isolated structure at a distorted geometry. Source: the OMol25 dataset; level of theory: wB97M-V/def2-TZVPD.

Results
total charge = +2
HOMO-LUMO gap = 2.4 eV
calculated total energy = -6201.9398 Ha
lowest unoccupied orbital energy = -8.54 eV

```
92
Properties=species:S:1:pos:R:3:forces:R:3
B 3.531654 -0.185011 2.171523 -0.07 0.41 -0.27
C 2.215924 0.075588 1.423736 -0.22 -0.17 0.27
O 1.224145 -0.931352 1.590053 0.38 0.10 -0.23
C 1.422898 -2.020290 0.731506 -0.60 -0.31 0.25
C 0.784841 -1.951885 -0.665087 0.28 -0.41 -0.01
O 1.701441 -2.517312 -1.577166 -0.19 0.25 -0.27
C 2.705440 -1.620235 -1.968080 0.72 -0.03 -0.12
C 3.886850 -2.441454 -2.469096 -0.78 -0.18 0.10
O 4.196627 -3.497502 -1.569267 0.32 0.41 0.07
C 5.066059 -3.121586 -0.551575 0.56 -0.75 0.66
C 5.510510 -4.412666 0.158736 -0.61 0.27 -0.84
H 3.510386 -1.078301 2.977581 -0.14 0.25 0.19
H 4.520802 0.427167 1.943484 0.11 -0.07 0.23
H 2.371182 0.346410 0.376028 -0.10 0.10 -0.13
H 1.829084 0.984573 1.909827 0.03 0.17 0.05
H 2.485174 -2.269298 0.574124 0.17 0.16 0.12
H 0.980286 -2.876832 1.238734 0.05 -0.16 0.13
H -0.069021 -2.620653 -0.675445 -0.24 0.05 -0.11
H 0.443067 -0.955849 -0.957275 0.16 0.21 0.07
H 3.060803 -0.987264 -1.147135 -0.23 0.06 0.22
H 2.365060 -0.963866 -2.771546 -0.07 0.14 -0.03
H 4.776458 -1.815979 -2.641870 -0.41 0.03 0.15
H 3.568717 -2.909981 -3.396505 0.19 -0.19 -0.15
H 4.602175 -2.438560 0.202101 -0.23 0.27 -0.21
H 5.960236 -2.618291 -0.923097 -0.10 0.34 -0.17
H 6.466958 -4.739114 -0.228422 0.28 -0.10 0.35
H 4.784810 -5.173997 -0.111318 -0.13 -0.21 0.23
H 5.532726 -4.331633 1.252973 0.38 -0.15 0.16
O 6.247783 -3.657142 -4.432197 -0.38 3.02 0.23
H 5.597194 -3.648310 -3.712175 0.05 -0.99 0.02
Al 6.167226 -1.752989 -4.558597 0.79 -2.03 -0.69
O -1.713856 1.052471 -1.064856 0.48 0.54 -2.24
P -2.790818 1.796635 -0.073353 2.37 1.08 4.44
N -2.074114 3.268169 -0.244355 0.05 0.64 -1.13
C -1.767620 4.311062 0.721396 -0.67 0.15 0.60
C -2.226085 3.823441 -1.582441 -0.12 0.96 -0.48
N -2.348522 0.791619 1.244477 0.65 -0.60 -0.55
C -1.150609 0.994181 2.042443 0.41 0.94 0.25
C -2.430685 -0.648693 0.952210 -0.57 -0.39 -0.08
N -4.127673 2.340025 0.838454 -1.04 -0.35 -1.96
C -5.244670 2.881701 0.052037 0.23 0.34 -0.23
C -4.194137 2.735474 2.240078 -0.09 -0.54 0.68
H -2.550662 5.077109 0.758984 0.05 -0.01 -0.01
H -0.839760 4.797049 0.418169 0.00 -0.07 -0.17
H -1.610246 3.934582 1.728492 -0.11 -0.17 -0.06
H -3.137983 4.422893 -1.701732 -0.03 -0.06 0.34
H -2.246569 3.060984 -2.347406 -0.37 0.00 -0.06
H -1.388141 4.480426 -1.806151 0.03 0.05 0.01
H -0.993291 2.037678 2.311328 -0.24 0.05 -0.01
H -0.235606 0.656756 1.563047 -0.19 -0.21 -0.22
H -1.248030 0.450319 2.983344 -0.08 -0.13 0.01
H -1.545567 -0.988220 0.417147 0.05 0.04 -0.02
H -3.300923 -0.898133 0.340343 -0.05 0.14 0.02
H -2.512512 -1.198769 1.885294 -0.03 0.13 0.16
H -5.135795 3.964093 -0.092383 -0.10 0.00 0.12
H -6.200741 2.691042 0.539328 0.04 -0.07 0.06
H -5.292849 2.409068 -0.927889 0.01 0.00 -0.02
H -4.129396 3.827135 2.310340 0.10 0.01 -0.24
H -3.419269 2.301059 2.864759 0.19 -0.01 -0.24
H -5.135852 2.442366 2.700448 -0.13 0.03 -0.23
C 7.502445 -0.656529 -8.351144 -0.10 0.00 0.05
C 7.947641 -0.004740 -9.648778 0.25 0.15 0.26
O 7.985809 1.413319 -9.529282 -0.21 -0.06 -0.07
H 6.514573 -0.288467 -8.066674 -0.03 -0.02 -0.06
H 7.459919 -1.742780 -8.450093 0.03 0.00 0.01
H 8.189247 -0.406093 -7.537381 0.07 -0.06 -0.04
H 7.250329 -0.238016 -10.450574 0.00 0.09 -0.05
H 8.938832 -0.366471 -9.939134 -0.07 -0.15 -0.05
H 8.610483 1.634737 -8.832739 0.05 0.04 -0.03
O -0.152336 1.009696 4.996005 -0.06 -0.36 -0.21
P 0.322986 -0.340260 5.506942 0.30 0.23 0.16
O -0.429765 -1.499920 4.768088 -0.48 -2.09 -1.18
O 0.025789 -0.447289 6.991398 0.18 -0.04 -0.02
O 1.833741 -0.467199 5.279388 0.19 -0.36 -0.43
Ca 4.413930 -2.918247 2.920086 -0.34 -0.39 0.24
Br -0.136736 2.038110 -2.298995 -1.02 -2.10 1.27
O -6.990866 5.434477 1.554474 0.09 -0.07 -0.13
H -6.322889 4.814320 1.856522 -0.04 0.01 0.15
H -7.695133 4.884229 1.196389 -0.10 0.10 0.03
Mg -0.592150 -3.413767 4.188553 0.38 2.45 0.91
C -7.914406 -1.574913 3.362959 0.04 0.02 0.00
C -7.253489 -0.373609 4.029086 -0.25 -0.18 -0.07
C -5.922700 0.018622 3.368330 -0.46 -0.09 0.28
C -4.966949 -1.076846 3.451482 0.02 0.27 -0.10
N -4.214984 -1.936463 3.523031 0.43 -0.41 0.00
H -7.293045 -2.468006 3.440958 0.03 0.01 -0.02
H -8.865350 -1.798407 3.842561 -0.02 0.01 -0.02
H -8.107147 -1.383135 2.305545 -0.02 -0.02 -0.01
H -7.084924 -0.594255 5.083495 0.08 0.09 0.02
H -7.930962 0.480076 3.984873 0.09 0.08 0.01
H -5.498828 0.884520 3.871257 0.09 -0.06 0.09
H -6.078580 0.273395 2.317266 0.04 -0.05 -0.03
```
Forces are in eV/Å.

Let us look at the Mulliken charges, expressed in e, one per atom: B 0.254; C -0.490; O 0.649; C 1.217; C -0.584; O -0.430; C -0.062; C -1.098; O -0.395; C 1.047; C -1.098; H -0.394; H -0.010; H 0.224; H 0.235; H -0.895; H -0.080; H 0.372; H 0.209; H -0.041; H 0.402; H 0.237; H 0.710; H -0.930; H 0.379; H 0.358; H 0.357; H 0.066; O -0.701; H 0.436; Al 0.348; O -0.712; P 0.965; N 0.368; C -1.087; C -1.526; N 0.771; C -1.202; C -0.903; N 0.294; C -1.238; C -1.082; H 0.341; H 0.348; H 0.350; H 0.278; H 0.667; H 0.378; H 0.405; H -0.085; H 0.516; H -0.070; H 0.505; H 0.160; H 0.475; H 0.327; H 0.384; H 0.382; H 0.254; H 0.416; C -0.869; C -0.343; O -0.511; H 0.255; H 0.338; H 0.286; H 0.286; H 0.268; H 0.292; O -0.486; P 0.680; O -0.209; O -0.478; O -0.505; Ca 1.273; Br 0.100; O -0.642; H 0.288; H 0.326; Mg 0.634; C -1.196; C -0.737; C 0.096; C 0.272; N -0.472; H 0.351; H 0.368; H 0.307; H 0.347; H 0.352; H 0.184; H 0.176



An isolated molecule of C22H30N4O3S. Source: the OMol25 dataset; level of theory: wB97M-V/def2-TZVPD.

Results
HOMO-LUMO gap = 8.1 eV
calculated total energy = -1699.2636 Ha
SMILES = Cc1ccc(S(=O)(=O)Nc2cc(C(=O)NCCN(C)C)ccc2N2CCCC2)cc1
lowest unoccupied orbital energy = 0.49 eV
relative energy (zero: lowest compared OMol25 entry of this formula, charge and spin) = 279.8 kJ/mol

```
60
Properties=species:S:1:pos:R:3:forces:R:3
C -3.481624 -2.643580 0.131406 0.02 -0.03 0.04
C -1.994605 -2.514699 0.050728 0.08 -0.02 -0.01
C -1.310943 -1.691983 0.946006 0.07 -0.11 -0.05
C 0.067822 -1.580360 0.898720 0.00 0.04 0.17
C 0.768710 -2.300525 -0.049621 0.67 0.00 0.06
S 2.542268 -2.106172 -0.175985 -0.05 -0.31 -0.30
O 3.051209 -1.608087 1.065573 -0.31 0.28 -0.01
O 3.118720 -3.293543 -0.734380 -0.32 0.03 -0.24
N 2.734542 -0.903426 -1.337898 -0.06 -0.74 0.55
C 2.220537 0.354761 -0.925474 -0.06 0.42 0.16
C 0.893001 0.646224 -1.178194 -0.12 0.44 0.03
C 0.291837 1.804438 -0.697265 0.36 0.00 -0.03
C -1.139148 2.117452 -0.920482 -0.10 -0.35 -0.13
O -1.576201 3.249564 -1.004912 -0.06 0.28 0.13
N -1.938870 1.016585 -1.027043 0.02 -0.14 -0.09
C -3.375586 1.131872 -1.089625 -0.05 0.25 0.07
C -4.019915 1.213973 0.309590 0.02 -0.09 -0.15
N -5.091540 0.240727 0.465036 -0.08 0.17 0.13
C -6.261544 0.609292 -0.310066 0.08 -0.10 0.03
C -5.446943 0.064535 1.860742 0.02 -0.02 -0.13
C 1.074977 2.677298 0.055809 -0.19 -0.17 -0.13
C 2.393768 2.398093 0.318793 0.10 -0.01 0.10
C 3.027768 1.234885 -0.166761 -0.29 0.17 -0.24
N 4.341665 1.028043 0.071526 0.16 -0.09 0.16
C 5.182876 0.037187 -0.573574 0.33 -0.32 -0.36
C 6.599209 0.456146 -0.188551 -0.15 -0.01 0.07
C 6.392909 1.015219 1.214134 -0.05 0.09 -0.11
C 5.081618 1.781168 1.065519 0.08 0.28 0.22
C 0.116634 -3.116742 -0.952287 0.05 -0.10 -0.08
C -1.262779 -3.222663 -0.898315 0.08 0.08 0.00
H -3.865928 -3.231690 -0.697613 -0.08 -0.05 -0.05
H -3.756889 -3.141299 1.060675 -0.08 -0.07 0.07
H -3.965444 -1.665800 0.129712 -0.08 -0.01 -0.02
H -1.869017 -1.144531 1.691349 -0.06 0.09 0.10
H 0.614354 -0.955852 1.587318 0.00 0.12 0.13
H 2.363998 -1.230684 -2.218739 0.03 -0.09 -0.17
H 0.328098 -0.045657 -1.790392 -0.06 -0.08 0.02
H -1.571376 0.127111 -0.725903 0.07 0.08 0.01
H -3.760903 0.255784 -1.615818 -0.05 0.06 0.02
H -3.595234 2.032219 -1.665762 -0.05 -0.15 -0.03
H -4.369784 2.239226 0.506003 0.00 0.00 0.07
H -3.251218 0.983943 1.052327 -0.03 0.04 -0.02
H -7.004746 -0.182703 -0.227304 -0.08 0.01 -0.06
H -5.988488 0.722265 -1.356397 -0.06 0.02 -0.10
H -6.710974 1.551628 0.036834 -0.02 0.06 0.01
H -6.217513 -0.701647 1.934626 -0.05 -0.03 0.08
H -5.826742 0.988229 2.321644 -0.01 0.03 0.04
H -4.573280 -0.267798 2.419749 0.03 -0.02 0.08
H 0.621831 3.581801 0.432060 -0.03 0.11 0.03
H 2.963484 3.101961 0.902347 0.09 0.06 0.05
H 5.021097 0.044595 -1.652985 0.08 -0.07 0.10
H 4.961412 -0.965225 -0.193667 0.20 0.12 -0.12
H 7.295682 -0.378329 -0.216886 0.03 -0.03 -0.06
H 6.959914 1.240131 -0.856606 0.03 0.01 -0.03
H 6.265277 0.196312 1.921726 0.01 -0.02 0.07
H 7.209475 1.652066 1.548775 -0.01 0.00 0.07
H 5.273273 2.803598 0.710347 -0.03 0.00 0.12
H 4.526243 1.833598 2.005632 0.00 0.08 -0.03
H 0.700262 -3.672028 -1.670224 0.00 -0.12 -0.12
H -1.777211 -3.866900 -1.595993 -0.06 -0.07 -0.06
```
Forces are in eV/Å.

Let us look at the Mulliken charges, expressed in e, one per atom: C -1.119; C 1.360; C -0.991; C -0.070; C -0.164; S 1.456; O -0.659; O -0.727; N -0.119; C 0.172; C -0.181; C 0.200; C 0.226; O -0.688; N 0.116; C -1.089; C -0.764; N 0.184; C -1.086; C -1.130; C -1.472; C -0.641; C 0.704; N 0.255; C -0.497; C -0.763; C -0.825; C -0.823; C -0.688; C -0.931; H 0.365; H 0.347; H 0.133; H 0.264; H 0.544; H 0.513; H 0.619; H -0.243; H 0.508; H 0.300; H 0.466; H 0.460; H 0.346; H 0.334; H 0.337; H 0.360; H 0.393; H 0.301; H 0.446; H 0.389; H 0.350; H 0.171; H 0.387; H 0.309; H 0.299; H 0.393; H 0.367; H 0.457; H 0.470; H 0.369